Density functional theory data (the ωB97M-V functional and the def2-TZVPD basis) for C53H102Br3Cl6NO13P as an isolated structure at a distorted geometry.

Summary:
calculated total energy = -13937.79419 Ha
HOMO level = -2.9286 eV
total charge = -1

The geometry in XYZ format:
```
179
Properties=species:S:1:pos:R:3:forces:R:3
C -2.5496 -0.3060 1.5344 -0.41 -0.02 0.68
C -1.6068 0.5756 2.4367 -1.75 -0.43 -2.50
C -0.3324 1.0237 1.6925 -0.49 0.24 2.28
C -0.7325 1.9376 0.5501 0.89 -0.99 -0.94
P 0.6893 2.3948 -0.5190 0.81 0.56 -0.70
C 1.3323 0.9568 -1.4737 -0.05 -0.38 1.25
C 2.5412 1.2177 -2.3672 0.11 -1.16 -0.68
C 2.2621 1.2020 -3.8756 0.23 1.37 0.42
C 3.5202 0.9072 -4.6802 -0.77 -0.01 0.05
C 0.2010 3.5715 -1.8705 0.18 -0.47 1.10
C -0.7313 4.7203 -1.4271 -0.89 -0.69 -0.80
C -2.0896 4.6266 -2.1613 0.83 0.14 -0.78
C -2.8993 3.4007 -1.6619 -0.32 1.96 -0.19
C 2.0775 3.1596 0.3902 -0.59 0.27 0.45
C 2.0436 4.6823 0.5296 -0.51 0.33 -0.79
C 0.8994 5.1789 1.4386 0.27 0.41 0.81
C 1.3994 5.3878 2.8706 0.66 -0.31 -0.27
H -2.8547 -1.1881 2.1045 0.15 -0.14 -0.07
H -2.1313 -0.6960 0.6057 0.26 0.25 0.12
H -3.5124 0.1582 1.3083 0.17 0.29 -0.21
H -1.5561 0.0090 3.3444 1.09 0.14 0.51
H -2.1480 1.4975 2.6571 -0.05 0.04 0.25
H 0.3515 0.2022 1.4906 0.08 0.44 -0.31
H 0.0542 1.6707 2.4873 1.13 -0.10 -0.36
H -1.2900 2.7600 0.9929 -0.09 0.26 -0.57
H -1.2980 1.3448 -0.1769 -0.61 0.25 0.15
H 0.5709 0.3977 -2.0225 -0.37 0.45 0.04
H 1.6779 0.2328 -0.7255 -0.11 0.30 0.46
H 3.1463 0.3147 -2.2465 0.33 0.27 0.41
H 3.1523 2.0688 -2.0627 -0.01 0.01 -0.08
H 1.9495 2.2143 -4.1604 -0.39 -0.12 -0.18
H 1.4479 0.5199 -4.1136 0.10 -0.10 0.00
H 4.3135 1.5965 -4.3940 0.13 -0.10 -0.14
H 3.2446 1.0302 -5.7275 0.48 -0.05 -0.13
H 3.8295 -0.1228 -4.5098 0.32 0.11 0.01
H -0.1844 2.8774 -2.6163 -0.55 0.38 -0.16
H 1.1076 3.9727 -2.3263 0.20 -0.14 0.22
H -0.2265 5.6690 -1.5999 -0.12 0.07 0.09
H -1.0304 4.6494 -0.3814 0.52 0.12 0.15
H -1.9431 4.5750 -3.2482 0.37 -0.66 -0.01
H -2.5302 5.6296 -2.1667 -0.74 -0.27 1.00
H -2.3350 2.4853 -1.8014 -0.20 -0.10 -0.12
H -3.8512 3.3977 -2.1942 0.04 -0.53 -0.12
H -3.1559 3.5464 -0.6113 0.16 -0.22 0.11
H 2.9974 2.8338 -0.0906 0.01 -0.28 0.26
H 2.0164 2.7837 1.4159 0.43 -0.74 -0.21
H 1.9803 5.1816 -0.4436 -0.15 -0.17 -0.12
H 3.0353 4.9836 0.8761 -0.15 0.07 0.45
H 0.0610 4.4819 1.4695 0.04 -0.10 -0.19
H 0.4963 6.1424 1.1199 0.00 -0.11 -0.38
H 2.1811 6.1495 2.8319 -0.04 0.06 0.23
H 1.8943 4.4754 3.2124 -0.09 0.01 0.20
H 0.6509 5.6783 3.6059 -0.17 -0.02 -0.18
C 2.7249 -7.9434 4.7109 0.03 -0.17 0.51
C 1.8874 -7.4771 3.5337 0.20 -0.69 -0.54
C 2.4544 -6.2198 2.8897 -0.45 0.68 -0.05
C 2.0807 -4.9721 3.7030 0.83 0.44 -0.90
N 1.9560 -3.7090 2.8773 -2.07 0.01 0.63
C 1.7297 -2.5692 3.8467 1.39 1.57 0.37
C 0.9428 -1.4825 3.1087 0.40 -0.46 -0.10
C 0.4174 -2.1996 1.8624 -1.03 0.08 0.90
C 0.6531 -3.6533 2.1159 0.43 -1.40 -0.98
C 3.0451 -3.3828 1.9163 -0.46 -1.38 0.18
H 3.7934 -8.0497 4.5093 -0.06 0.13 -0.49
H 2.4044 -8.9382 5.0254 -0.15 0.13 0.32
H 2.6819 -7.2394 5.5455 -0.22 -0.14 0.13
H 0.8287 -7.3839 3.7918 0.09 0.46 0.33
H 1.8235 -8.3014 2.8168 0.42 0.15 -0.25
H 2.0764 -6.0691 1.8768 -0.14 -0.26 -0.04
H 3.5397 -6.2922 2.8133 0.03 -0.06 -0.04
H 2.8454 -4.6939 4.4271 -0.12 -0.32 0.32
H 1.0943 -5.0873 4.1464 0.11 -0.02 0.26
H 2.7320 -2.2467 4.1499 0.44 0.21 -0.05
H 1.2078 -2.7982 4.7758 -0.17 -1.12 -0.34
H 1.5142 -0.5925 2.8335 0.49 -0.10 0.15
H 0.1244 -1.1880 3.7506 -0.27 0.15 0.12
H 0.8679 -1.8689 0.9310 -0.21 0.19 -0.14
H -0.6717 -2.1429 1.8682 0.34 0.66 -0.64
H 0.7013 -4.2719 1.2147 -0.05 0.03 -0.28
H -0.1524 -4.1308 2.6781 0.19 0.24 0.46
H 3.0765 -4.0884 1.0930 -0.33 -0.76 0.82
H 3.9832 -3.2764 2.4575 0.14 0.32 0.25
H 2.8093 -2.4592 1.3956 -0.70 -0.98 0.81
O 2.9294 0.4621 1.7283 0.44 -0.13 0.24
C 3.9316 -0.5390 1.8764 -0.55 1.23 -0.29
C 4.7385 -0.6994 3.2259 0.18 -0.24 1.06
O 4.7043 -1.8816 3.9638 -0.50 0.15 -1.03
H 4.7548 -0.3021 1.1776 0.10 -0.27 -0.58
H 3.4831 -1.5007 1.5895 1.57 2.02 0.30
H 4.4872 0.1488 3.8959 -0.63 0.38 -0.11
H 5.7765 -0.4160 2.9591 0.34 -0.26 -0.18
C -1.8847 -2.8079 -1.1392 -0.19 -0.36 0.90
C -1.7093 -3.8537 0.0009 1.01 -1.24 0.40
O -0.9309 -4.9524 -0.2385 -0.26 1.13 -0.02
H -2.1919 -3.3219 -2.0498 -0.06 0.22 -0.11
H -0.9740 -2.2250 -1.3042 0.25 -0.26 -0.14
H -2.6260 -2.0874 -0.7692 -0.31 -0.05 -0.49
H -2.7011 -4.1930 0.3770 -0.79 0.28 -0.34
H -1.3439 -3.2704 0.8785 -0.36 -0.06 -0.35
O -3.6887 3.7808 -5.9703 0.31 -0.16 0.59
C -4.6282 4.3652 -5.5114 0.41 -0.31 -1.96
O -5.8803 3.9654 -5.8649 0.21 -0.11 0.63
C -6.8725 4.8757 -5.4212 -0.46 0.30 0.36
C -6.1595 5.9790 -4.6450 0.54 0.64 0.10
C -4.6339 5.6322 -4.7319 -2.18 0.78 0.78
H -7.6041 4.4007 -4.7655 0.09 -0.42 -0.28
H -7.3770 5.2379 -6.3177 -0.08 0.08 0.13
H -6.4989 6.1239 -3.6209 -0.11 -0.38 0.00
H -6.3186 6.9416 -5.1313 -0.06 -0.02 -0.01
H -4.1980 5.4707 -3.7493 0.22 0.14 -0.11
H -4.2632 6.5255 -5.2246 1.14 -0.62 -0.21
O -7.2350 -0.0116 0.5103 -0.03 0.25 0.18
C -6.9473 -1.0424 1.0485 -0.59 -0.07 -0.21
O -5.7708 -1.2226 1.6576 0.85 -0.03 0.34
C -5.5414 -2.5818 2.0406 -2.10 -1.50 -0.99
C -6.7260 -3.3849 1.3342 0.71 0.77 0.31
C -7.8056 -2.3002 1.1098 0.76 -0.35 -0.21
H -5.6806 -2.7446 3.1077 0.37 0.53 0.18
H -4.6060 -3.0001 1.6798 0.33 0.60 0.07
H -6.9155 -4.2691 1.9384 -0.57 0.10 -0.05
H -6.4111 -3.7215 0.3477 0.20 -0.06 0.05
H -8.5962 -2.1769 1.8490 0.20 -0.10 0.27
H -8.2904 -2.3851 0.1397 -0.07 -0.10 0.04
O 1.8061 -5.2322 -1.4711 0.07 -0.10 -0.17
C 2.8086 -4.6863 -1.1487 -0.16 1.16 -0.26
O 3.8684 -5.3503 -0.6325 0.63 -1.04 -0.17
C 4.9896 -4.4973 -0.3814 -0.72 1.37 0.77
C 4.7229 -3.2459 -1.2290 -0.44 0.12 -0.74
C 3.1859 -3.1865 -1.2072 0.23 -0.71 -0.59
H 5.9250 -5.0321 -0.5116 -0.10 -0.03 -0.25
H 4.8560 -4.1817 0.6545 0.85 -0.22 0.08
H 5.0685 -3.3982 -2.2563 -0.07 -0.14 -0.05
H 5.1079 -2.2693 -0.9458 0.45 -0.40 0.67
H 2.7681 -2.7116 -2.0927 -0.15 -0.07 0.04
H 2.8150 -2.6803 -0.3155 -0.01 -0.02 -0.50
O -3.0873 4.0084 2.8835 0.15 -0.06 -0.19
C -4.1814 3.7200 3.2737 -0.03 -0.01 -0.05
O -5.1516 4.6648 3.4036 -0.42 -0.88 0.26
C -6.3487 4.0312 3.9409 0.29 0.34 0.69
C -5.9163 2.7054 4.5649 -0.14 -0.30 -0.53
C -4.6853 2.3583 3.7397 0.24 0.28 0.50
H -7.0746 3.8931 3.1427 -0.01 0.13 -0.05
H -6.7165 4.6822 4.7308 -0.28 0.26 -0.34
H -6.7023 1.9564 4.4756 -0.01 0.02 -0.02
H -5.6780 2.7901 5.6244 0.09 0.24 -0.04
H -4.9083 1.6968 2.9028 0.12 0.09 -0.13
H -3.9018 1.9250 4.3583 0.05 -0.22 -0.27
O 3.5872 -0.8191 -9.6464 0.11 0.16 -0.23
C 3.2227 -1.4119 -8.6826 -0.18 0.15 1.07
O 3.4336 -0.9560 -7.4019 1.03 0.26 -0.93
C 3.1713 -1.9690 -6.4555 -1.26 -0.10 0.11
C 2.1695 -2.9076 -7.1561 -0.76 0.26 1.92
C 2.4028 -2.6805 -8.5954 1.08 -0.41 -1.71
H 2.7374 -1.4584 -5.5984 0.04 -0.31 0.09
H 4.0349 -2.5602 -6.1376 0.37 0.52 -0.25
H 1.1427 -2.6153 -6.9123 0.20 -0.14 0.23
H 2.3861 -3.8738 -6.7031 -0.45 -0.39 -0.70
H 1.5667 -2.4999 -9.2712 -0.32 -0.26 0.38
H 2.9862 -3.4831 -9.0575 0.01 0.09 -0.08
C -1.8940 0.5242 -5.6448 0.89 -0.42 0.18
Cl -1.3161 -1.0947 -6.1833 -0.18 0.51 0.29
Cl -1.1869 1.0015 -4.0619 -0.57 -0.35 -0.40
H -1.4840 1.2448 -6.3393 -0.44 0.03 -0.16
H -2.9714 0.4731 -5.5708 0.03 0.24 0.01
C 6.2799 1.2058 -0.8943 -0.77 -0.27 0.35
Cl 5.9860 -0.0546 -2.1607 0.49 0.92 0.27
Cl 6.6489 2.8607 -1.4209 0.09 -0.35 -0.43
H 5.3433 1.2899 -0.3498 0.06 -0.23 0.11
H 7.0678 0.8616 -0.2363 0.06 -0.05 -0.16
C 4.8765 3.1349 3.3939 -0.89 -0.52 -0.60
Cl 4.7995 4.7345 4.1170 -0.04 0.43 0.25
Cl 6.4875 2.7205 2.8908 0.69 -0.23 -0.01
H 4.4570 2.3938 4.0682 0.33 -0.01 0.12
H 4.2709 3.1059 2.4907 -0.11 0.13 0.13
C -1.4643 0.9094 7.0177 0.60 -0.06 -1.78
Br -2.1839 -0.6288 6.0318 -0.36 0.42 0.49
Br -1.6127 2.5301 5.8961 -0.17 -0.43 0.49
Br 0.4265 0.5293 7.2009 -0.37 0.23 0.60
H -2.0441 1.0827 7.9133 0.34 -0.18 0.18
```
Positions in Å, forces in eV/Å.